# 1
Entry from the Open Molecules 2025 dataset: a structure of composition C19H33ClGeO3SbSe4V in a non-equilibrium geometry (ωB97M-V with the def2-TZVPD basis set).

## Properties
- spin multiplicity = 4
- charge = +1
- ΔE to the lowest compared entry with this formula, charge and spin (eV) = 1.453
- HOMO-LUMO gap (spin up / spin down) (eV) = 6.56 / 5.64
- highest occupied orbital energy (spin up / spin down) (eV) = -11.2 / -11.1

```
63
C19H33ClGeO3SbSe4V | the Open Molecules 2025 dataset | ωB97M-V with the def2-TZVPD basis set
V 0.089 -0.330 -0.260
C -2.054 -1.515 2.368
C -2.730 -0.805 1.204
C -3.783 0.182 1.700
C -3.363 -1.781 0.228
O -1.740 -0.037 0.416
Ge -1.052 1.507 1.439
O -0.484 2.044 -0.167
C -0.193 3.449 -0.482
C -1.361 3.983 -1.293
C -0.043 4.238 0.814
C 1.116 3.483 -1.253
O 1.333 0.287 0.899
C 2.406 0.326 1.860
C 3.326 1.458 1.427
C 3.115 -1.011 1.843
C 1.800 0.603 3.228
H -2.775 -1.692 3.166
H -1.635 -2.471 2.072
H -1.244 -0.912 2.790
H -4.641 -0.367 2.086
H -3.416 0.807 2.518
H -4.127 0.819 0.883
H -4.086 -2.404 0.755
H -3.876 -1.247 -0.573
H -2.604 -2.429 -0.209
H -2.277 3.976 -0.700
H -1.160 5.011 -1.598
H -1.527 3.381 -2.183
H -0.976 4.269 1.385
H 0.750 3.823 1.442
H 0.223 5.271 0.588
H 1.062 2.881 -2.156
H 1.347 4.508 -1.545
H 1.935 3.108 -0.637
H 3.744 1.259 0.440
H 2.783 2.404 1.397
H 4.149 1.561 2.135
H 3.454 -1.264 0.837
H 3.987 -0.979 2.498
H 2.460 -1.801 2.199
H 1.325 1.586 3.260
H 1.065 -0.162 3.486
H 2.581 0.588 3.988
Cl -4.588 0.133 -4.717
C -3.007 0.026 -4.030
C -2.531 -1.198 -3.592
C -1.269 -1.269 -3.026
C -0.470 -0.125 -2.872
C 0.825 -0.195 -2.157
C -0.969 1.085 -3.367
C -2.219 1.168 -3.945
H -3.139 -2.086 -3.702
H -0.881 -2.233 -2.728
H 1.372 0.748 -2.185
H 1.467 -1.017 -2.456
H -0.348 1.969 -3.332
H -2.590 2.104 -4.340
Se 1.395 -6.184 -0.600
Sb 0.974 -4.601 1.267
Se -1.059 -5.226 2.578
Se 2.784 -4.556 2.715
Se 0.358 -2.611 -0.300
```



# 2
Entry from the Open Molecules 2025 dataset: the molecule C6H12O (ωB97M-V with the def2-TZVPD basis set).

## Properties
- charge = 0
- ΔE to the lowest compared entry with this formula, charge and spin (eV) = 1.332
- HOMO-LUMO gap (eV) = 10.01
- highest occupied orbital energy (eV) = -9.1

```
19
C6H12O | the Open Molecules 2025 dataset | ωB97M-V with the def2-TZVPD basis set
C -1.019 -0.675 -1.209
C -0.984 -0.149 0.015
C -1.702 -0.779 1.183
C -0.245 1.149 0.297
C 1.080 1.251 -0.464
C 1.907 -0.066 -0.272
O 1.405 -0.928 0.720
H -1.442 -1.660 -1.396
H -0.610 -0.136 -2.069
H -1.874 -1.851 1.028
H -2.677 -0.282 1.194
H -1.213 -0.633 2.158
H -0.915 1.976 0.033
H -0.023 1.228 1.368
H 0.876 1.448 -1.527
H 1.655 2.125 -0.123
H 2.929 0.181 0.043
H 1.971 -0.576 -1.240
H 0.898 -1.655 0.322
```



# 3
Entry from the Open Molecules 2025 dataset: a cluster of 8 separate species, C5H27NO8 in total in a non-equilibrium geometry (ωB97M-V with the def2-TZVPD basis set).

## Properties
- charge = 0
- ΔE to the lowest compared entry with this formula, charge and spin (eV) = 2.153
- HOMO-LUMO gap (eV) = 9.32
- highest occupied orbital energy (eV) = -9.0

```
41
C5H27NO8 | the Open Molecules 2025 dataset | ωB97M-V with the def2-TZVPD basis set
C 2.331 1.032 -1.154
N 1.376 0.159 -0.337
C 0.144 -0.260 -0.995
C -0.215 -1.694 -0.700
C -1.075 0.735 -0.613
C -0.735 2.201 -0.748
O -1.434 0.233 0.725
H 1.675 1.856 -1.399
H 2.682 0.322 -1.891
H 3.145 1.273 -0.477
H 1.152 0.567 0.560
H 0.122 0.036 -2.049
H -0.223 -1.981 0.347
H -1.271 -1.950 -0.877
H 0.395 -2.386 -1.282
H -1.921 0.390 -1.202
H -0.569 2.419 -1.800
H 0.129 2.542 -0.153
H -1.517 2.780 -0.236
H -1.808 0.886 1.328
O 1.133 2.544 1.658
H 0.889 3.418 1.346
H 0.271 2.111 1.818
O -0.373 -0.943 2.820
H 0.284 -1.550 3.159
H -0.547 -1.138 1.885
O -0.800 1.592 3.219
H -0.969 0.632 3.094
H -0.246 1.654 4.002
O 2.705 -1.731 1.438
H 2.224 -1.240 0.744
H 3.198 -2.419 0.999
O -2.945 -2.040 1.211
H -2.262 -1.344 1.214
H -3.359 -1.972 2.073
O 2.117 -1.436 -3.073
H 2.003 -1.183 -2.153
H 1.214 -1.433 -3.409
O -2.108 -0.602 -2.967
H -1.974 -1.443 -2.548
H -2.842 -0.636 -3.579
```



# 4
Entry from the Open Molecules 2025 dataset: a cluster of 2 separate species, C17H19NO2 in total in a non-equilibrium geometry (ωB97M-V with the def2-TZVPD basis set).

## Properties
- charge = 0
- ΔE to the lowest compared entry with this formula, charge and spin (eV) = 7.644
- HOMO-LUMO gap (eV) = 3.93
- highest occupied orbital energy (eV) = -6.4

```
39
C17H19NO2 | the Open Molecules 2025 dataset | ωB97M-V with the def2-TZVPD basis set
C -0.699 -2.195 -3.138
C -0.032 -0.939 -2.801
C -0.597 0.389 -2.996
N 1.345 -1.026 -2.797
O 2.030 0.031 -2.884
O 1.862 -2.168 -2.672
H -1.775 -2.040 -3.262
H -0.309 -2.638 -4.073
H -0.544 -2.937 -2.345
H -1.680 0.313 -3.150
H -0.431 1.010 -2.105
H -0.157 0.912 -3.862
C 3.596 3.458 2.111
C 2.611 2.410 1.700
C 2.846 1.684 0.527
C 1.950 0.729 0.101
C 0.730 0.459 0.789
C -0.172 -0.462 0.181
C -1.437 -0.866 0.708
C -1.959 -2.143 0.342
C -3.133 -2.632 0.898
C -3.824 -1.885 1.865
C -3.367 -0.603 2.203
C -2.229 -0.075 1.599
C 0.573 1.126 2.047
C 1.467 2.108 2.455
H 3.205 4.066 2.930
H 4.546 3.014 2.438
H 3.830 4.115 1.264
H 3.743 1.879 -0.064
H 2.166 0.169 -0.803
H 0.246 -1.070 -0.625
H -1.383 -2.742 -0.368
H -3.509 -3.610 0.591
H -4.713 -2.298 2.343
H -3.907 -0.015 2.949
H -1.938 0.955 1.810
H -0.244 0.851 2.711
H 1.294 2.663 3.381
```



# 5
Entry from the Open Molecules 2025 dataset: a cluster of 11 separate species, H22O11 in total in a non-equilibrium geometry (ωB97M-V with the def2-TZVPD basis set).

## Properties
- charge = 0
- ΔE to the lowest compared entry with this formula, charge and spin (eV) = 3.994
- HOMO-LUMO gap (eV) = 10.91
- highest occupied orbital energy (eV) = -11.4

```
33
H22O11 | the Open Molecules 2025 dataset | ωB97M-V with the def2-TZVPD basis set
O 0.098 0.628 0.234
H 0.162 -0.159 -0.326
H 0.931 0.872 0.488
O -1.027 -0.977 3.732
H -1.853 -0.788 3.418
H -1.188 -1.086 4.691
O 0.115 0.129 -3.273
H -0.781 -0.061 -3.013
H 0.473 1.015 -2.923
O -3.390 -1.748 -1.066
H -2.986 -2.489 -1.518
H -4.279 -1.711 -1.461
O 2.795 1.469 -2.783
H 2.252 1.730 -2.132
H 3.699 1.712 -2.606
O 1.632 3.227 0.149
H 1.690 2.512 0.775
H 0.803 3.216 -0.294
O -1.164 2.295 1.589
H -0.829 3.246 1.669
H -0.843 1.738 2.246
O 1.903 -2.654 0.611
H 1.996 -1.815 1.025
H 1.065 -2.550 0.122
O 4.459 0.353 3.039
H 4.442 1.250 2.578
H 3.875 -0.157 2.448
O -0.756 -4.907 -1.393
H -1.281 -5.173 -0.614
H -0.411 -4.056 -1.313
O -4.174 1.524 -1.174
H -3.245 1.535 -0.857
H -4.184 1.881 -2.067
```



# 6
Entry from the Open Molecules 2025 dataset: a structure of composition C9H6AuCl2GdN2O4 in a non-equilibrium geometry (ωB97M-V with the def2-TZVPD basis set).

## Properties
- spin multiplicity = 10
- charge = +4
- ΔE to the lowest compared entry with this formula, charge and spin (eV) = 0.000
- HOMO-LUMO gap (spin up / spin down) (eV) = 4.39 / 4.17
- highest occupied orbital energy (spin up / spin down) (eV) = -19.9 / -20.4

```
25
C9H6AuCl2GdN2O4 | the Open Molecules 2025 dataset | ωB97M-V with the def2-TZVPD basis set
Au -4.801 -0.080 -6.165
Gd -0.011 -0.069 -0.104
Cl -2.704 -0.551 -7.035
Cl -1.674 -1.262 1.178
C 0.325 1.139 1.497
C -5.579 0.212 -7.881
C -6.503 0.363 -5.380
O 0.502 1.823 2.398
O -6.001 0.389 -8.903
O -7.493 0.635 -4.907
N 6.020 -3.820 1.944
C 5.833 -2.905 0.924
O 6.814 -2.486 0.314
C 4.467 -2.382 0.580
C 3.297 -2.856 1.175
C 2.081 -2.260 0.896
N 1.992 -1.207 0.032
C 3.120 -0.746 -0.592
C 4.352 -1.321 -0.342
H 6.970 -4.114 2.152
H 5.271 -4.172 2.498
H 3.300 -3.670 1.903
H 1.171 -2.585 1.410
H 3.028 0.128 -1.247
H 5.234 -0.897 -0.828
```



Please write out number 1 again, unchanged.
Entry from the Open Molecules 2025 dataset: a structure of composition C19H33ClGeO3SbSe4V in a non-equilibrium geometry (ωB97M-V with the def2-TZVPD basis set).

## Properties
- spin multiplicity = 4
- charge = +1
- ΔE to the lowest compared entry with this formula, charge and spin (eV) = 1.453
- HOMO-LUMO gap (spin up / spin down) (eV) = 6.56 / 5.64
- highest occupied orbital energy (spin up / spin down) (eV) = -11.2 / -11.1

```
63
C19H33ClGeO3SbSe4V | the Open Molecules 2025 dataset | ωB97M-V with the def2-TZVPD basis set
V 0.089 -0.330 -0.260
C -2.054 -1.515 2.368
C -2.730 -0.805 1.204
C -3.783 0.182 1.700
C -3.363 -1.781 0.228
O -1.740 -0.037 0.416
Ge -1.052 1.507 1.439
O -0.484 2.044 -0.167
C -0.193 3.449 -0.482
C -1.361 3.983 -1.293
C -0.043 4.238 0.814
C 1.116 3.483 -1.253
O 1.333 0.287 0.899
C 2.406 0.326 1.860
C 3.326 1.458 1.427
C 3.115 -1.011 1.843
C 1.800 0.603 3.228
H -2.775 -1.692 3.166
H -1.635 -2.471 2.072
H -1.244 -0.912 2.790
H -4.641 -0.367 2.086
H -3.416 0.807 2.518
H -4.127 0.819 0.883
H -4.086 -2.404 0.755
H -3.876 -1.247 -0.573
H -2.604 -2.429 -0.209
H -2.277 3.976 -0.700
H -1.160 5.011 -1.598
H -1.527 3.381 -2.183
H -0.976 4.269 1.385
H 0.750 3.823 1.442
H 0.223 5.271 0.588
H 1.062 2.881 -2.156
H 1.347 4.508 -1.545
H 1.935 3.108 -0.637
H 3.744 1.259 0.440
H 2.783 2.404 1.397
H 4.149 1.561 2.135
H 3.454 -1.264 0.837
H 3.987 -0.979 2.498
H 2.460 -1.801 2.199
H 1.325 1.586 3.260
H 1.065 -0.162 3.486
H 2.581 0.588 3.988
Cl -4.588 0.133 -4.717
C -3.007 0.026 -4.030
C -2.531 -1.198 -3.592
C -1.269 -1.269 -3.026
C -0.470 -0.125 -2.872
C 0.825 -0.195 -2.157
C -0.969 1.085 -3.367
C -2.219 1.168 -3.945
H -3.139 -2.086 -3.702
H -0.881 -2.233 -2.728
H 1.372 0.748 -2.185
H 1.467 -1.017 -2.456
H -0.348 1.969 -3.332
H -2.590 2.104 -4.340
Se 1.395 -6.184 -0.600
Sb 0.974 -4.601 1.267
Se -1.059 -5.226 2.578
Se 2.784 -4.556 2.715
Se 0.358 -2.611 -0.300
```



Among the records above, which one has the lowest ΔE to the lowest compared entry with this formula, charge and spin?
C9H6AuCl2GdN2O4



Among the records above, which one has the highest ΔE to the lowest compared entry with this formula, charge and spin?
C17H19NO2